120
Properties=species:S:1:pos:R:3:forces:R:3:lowdin_charge:R:1 method="wB97M-V/def2-TZVPD" homo_ha=-0.271 e_above_lowest_ev=0.000 homo_lumo_gap_ev=7.4
Hf 0.63474 -0.03007 0.55892 -0.1 -0.1 -0.5 1.668
C 0.78796 -1.76054 5.09254 0.0 0.0 0.0 -0.173
Si 1.03756 -0.30000 3.93129 0.0 -0.1 0.0 0.408
C 0.90292 1.30959 4.89485 0.0 0.0 0.0 -0.156
C 2.80091 -0.44036 3.33082 0.0 -0.1 0.1 -0.161
N -0.08708 -0.32110 2.55327 0.1 0.3 -0.2 -0.220
C -1.34881 0.21879 2.83958 0.0 -0.1 0.1 -0.325
C -1.90354 0.30685 4.12645 0.1 0.1 0.0 -0.046
C -3.07989 0.99410 4.37161 0.0 0.0 0.0 -0.074
C -3.76337 1.61648 3.33756 0.0 0.0 0.0 -0.077
C -3.29539 1.46975 2.04159 0.0 0.0 0.1 -0.020
C -2.15136 0.73273 1.81767 0.0 0.0 0.0 -0.230
O -1.72054 0.44761 0.50112 0.1 0.2 0.1 -0.130
C -2.77074 0.21779 -0.41593 0.0 0.0 0.0 -0.254
C -2.68008 0.72151 -1.69584 0.0 -0.1 0.0 -0.007
C -3.68092 0.42705 -2.61326 0.0 0.0 0.0 -0.058
C -4.77604 -0.33431 -2.24146 0.0 0.0 0.0 -0.082
C -4.87295 -0.79415 -0.93467 0.0 0.0 0.0 -0.058
C -3.87433 -0.52037 -0.01601 0.0 -0.1 0.0 -0.041
H 1.15832 -1.49289 6.08648 0.0 0.0 0.0 0.037
H 1.35458 -2.62990 4.75091 0.0 0.0 0.0 0.027
H -0.25329 -2.07180 5.19321 0.0 0.0 0.0 0.028
H 1.90794 1.67186 5.12808 0.0 0.0 0.0 0.039
H 0.37128 1.18097 5.83902 0.0 0.0 0.0 0.033
H 0.39534 2.09319 4.33136 0.0 0.0 0.0 0.028
H 3.40939 -0.46833 4.24209 0.0 0.0 0.0 0.049
H 3.14559 0.41051 2.74936 0.0 0.0 0.0 0.007
H 3.01397 -1.35807 2.78254 0.0 0.0 0.0 0.009
H -1.38504 -0.15581 4.95451 0.0 0.0 0.0 0.083
H -3.45684 1.05295 5.38460 0.0 0.0 0.0 0.106
H -4.66069 2.18878 3.52782 0.0 0.0 0.0 0.103
H -3.82971 1.89559 1.20295 0.0 0.0 0.0 0.130
H -1.84621 1.32465 -1.98690 0.0 0.0 0.0 0.074
H -3.59338 0.80851 -3.62244 0.0 0.0 0.0 0.111
H -5.55615 -0.55825 -2.95723 0.0 0.0 0.0 0.103
H -5.72857 -1.37997 -0.62391 0.0 0.0 0.0 0.111
H -3.95474 -0.87484 1.00067 0.0 0.0 0.0 0.124
N -0.79529 3.39190 -0.82204 0.0 0.1 0.2 0.092
C 0.46517 3.15755 -1.51677 0.0 -0.1 -0.1 -0.327
C 0.83159 4.30160 -2.46430 0.0 0.0 0.0 -0.137
C 2.01862 4.08700 -3.40293 0.0 0.1 -0.1 -0.175
C 3.24506 3.42810 -2.77684 0.0 0.0 0.0 -0.137
N 3.06922 1.98956 -2.60636 0.0 0.0 0.2 0.113
C 2.87754 1.14091 -3.59392 -0.1 -0.4 -0.2 -0.434
N 3.18841 1.48042 -4.85854 0.0 0.1 0.0 0.220
N 2.43328 -0.09338 -3.33997 0.2 0.2 -0.3 0.221
C 0.31819 1.79070 -2.19638 0.0 0.1 0.0 -0.593
O 0.10500 1.69405 -3.39203 -0.1 0.0 0.0 0.077
O 0.41918 0.73913 -1.41117 0.0 0.1 0.6 -0.243
H -1.49130 3.73334 -1.47615 0.0 0.0 0.0 0.091
H -0.67544 4.09257 -0.09768 0.0 0.0 0.0 0.078
H 1.24404 3.05292 -0.75697 -0.1 0.0 0.0 0.108
H 1.01125 5.17517 -1.83160 0.0 0.0 0.0 0.119
H -0.03920 4.53405 -3.08190 0.0 0.0 0.0 0.120
H 2.33033 5.05341 -3.80520 0.0 0.0 0.0 0.117
H 1.67422 3.48712 -4.24896 0.1 0.1 0.0 0.096
H 3.44106 3.81901 -1.77922 0.0 0.1 0.0 0.133
H 4.14670 3.62473 -3.36387 0.0 0.0 0.0 0.123
H 2.92880 1.63585 -1.66031 0.1 -0.1 -0.1 0.096
H 3.40786 2.43980 -5.06251 0.0 -0.1 0.0 0.106
H 2.78180 0.95245 -5.61142 0.0 0.0 0.0 0.127
H 1.90592 -0.21874 -2.48248 0.0 0.0 -0.1 0.061
H 2.11534 -0.65874 -4.10988 0.0 0.0 0.0 0.120
C -1.39688 -5.21889 0.80088 0.0 0.1 0.0 -0.092
C -0.89400 -3.80326 1.12589 0.0 0.0 0.0 -0.619
C -0.23242 -3.83795 2.50979 0.0 -0.1 0.0 -0.123
C -2.13781 -2.92971 1.29732 0.0 0.1 0.1 -0.120
Si 0.32299 -2.97722 -0.18757 0.2 -0.1 -0.1 0.828
C 2.02805 -4.00283 -0.07484 0.0 0.0 0.0 -0.605
C 2.94956 -3.83407 -1.30690 -0.1 -0.1 -0.1 -0.113
C 1.89018 -5.52438 0.10434 0.0 0.0 0.0 -0.106
C 2.79848 -3.49391 1.15283 0.0 0.0 0.1 -0.132
C -0.42658 -3.26559 -1.99812 0.0 0.0 0.0 -0.622
C 0.23675 -2.32970 -3.01574 0.1 0.0 0.0 -0.133
C -0.27372 -4.70063 -2.52322 -0.1 0.1 0.0 -0.096
C -1.92004 -2.92071 -2.05974 0.0 0.0 0.1 -0.103
H -2.04505 -5.55866 1.61916 0.0 0.0 0.0 0.085
H -0.59850 -5.94818 0.69904 0.0 0.0 0.0 0.056
H -1.99621 -5.24831 -0.10825 0.0 0.0 -0.1 0.062
H -0.98165 -4.11746 3.26184 0.0 0.0 0.0 0.091
H 0.15341 -2.85581 2.78541 0.0 -0.1 0.0 0.026
H 0.57718 -4.56253 2.58114 0.0 -0.1 0.0 0.063
H -2.77910 -3.35387 2.08200 0.0 0.0 0.0 0.095
H -2.72935 -2.86900 0.39062 -0.1 0.0 -0.1 0.047
H -1.87105 -1.91939 1.61086 0.0 0.0 0.0 0.042
H 2.79675 -4.63856 -2.02573 -0.1 0.0 0.0 0.072
H 3.99963 -3.88455 -0.99652 0.0 0.0 0.0 0.087
H 2.82045 -2.90550 -1.85662 0.0 -0.1 -0.1 0.026
H 1.33885 -5.99009 -0.71229 0.0 0.0 0.0 0.064
H 1.41079 -5.79886 1.04064 0.0 0.0 0.1 0.058
H 2.89310 -5.97080 0.11734 0.0 0.0 0.0 0.087
H 3.02615 -2.43102 1.08292 0.0 0.0 -0.1 0.026
H 3.75576 -4.02319 1.24412 0.0 0.0 0.0 0.091
H 2.24440 -3.65450 2.07895 0.1 0.1 -0.1 0.052
H 1.29757 -2.55992 -3.14022 0.0 0.0 0.0 0.053
H 0.12374 -1.27950 -2.73532 -0.1 -0.1 0.0 0.046
H -0.23531 -2.46273 -3.99923 0.0 0.0 0.0 0.090
H 0.76547 -4.97320 -2.69230 0.1 0.0 0.0 0.059
H -0.79232 -4.79096 -3.48699 0.0 0.0 0.0 0.084
H -0.70998 -5.43862 -1.85212 0.0 0.0 0.0 0.063
H -2.12723 -1.90856 -1.70448 0.0 -0.1 0.0 0.056
H -2.53287 -3.61636 -1.49044 0.0 -0.1 0.0 0.067
H -2.25753 -2.97287 -3.10286 0.0 0.0 0.0 0.088
B 1.42804 4.60648 2.12102 0.0 0.0 0.0 -0.401
C 1.09057 3.11308 1.79000 -0.1 0.1 -0.1 -0.207
N 0.85891 2.04680 1.40725 0.0 -0.1 0.0 0.057
H 2.54680 4.62623 2.58388 0.0 0.0 0.0 0.013
H 1.38596 5.16060 1.03397 0.0 0.0 0.0 0.007
H 0.59767 5.03451 2.88523 0.0 0.0 0.0 0.012
F 6.88552 0.73596 -1.10531 0.0 0.0 0.0 0.056
C 5.60268 0.59236 -0.70864 0.0 0.0 0.0 -0.282
C 4.90303 -0.53328 -1.08352 0.0 0.1 0.0 0.000
C 3.57901 -0.64247 -0.67000 0.0 0.0 0.2 -0.185
C 2.91504 0.31419 0.10878 -0.2 -0.1 0.3 -0.289
C 3.70001 1.42882 0.46364 0.0 0.1 0.0 -0.158
C 5.02149 1.58201 0.06281 0.1 0.0 0.0 -0.013
H 5.37930 -1.30042 -1.68177 0.0 0.0 0.0 0.123
H 3.04763 -1.53384 -0.96751 0.0 0.2 0.1 0.030
H 3.28208 2.22576 1.07027 0.0 -0.1 0.0 0.078
H 5.59950 2.45090 0.35188 0.0 0.0 0.0 0.122